The following is a DFT calculation (wB97M-V/def2-TZVPD) of a 2-piece molecular cluster, C4H13N2O overall at a distorted geometry.

Each line ends with the natural charge from an NBO analysis.
Geometry (Å):
O1 -2.08610 1.35398 -0.11484  -1.014
N1 -1.19077 -1.16250 -0.27846  -0.717
N2 0.56370 1.70388 0.25061  -0.864
C1 1.06650 0.89853 -0.88679  -0.222
C2 0.14636 -1.13048 0.36532  0.142
C3 1.24351 -0.56953 -0.49043  -0.473
C4 0.30580 -1.78172 1.48947  -0.345
H1 2.18346 -0.72191 0.04003  0.245
H2 0.71592 2.68312 0.03448  0.391
H3 1.99407 1.30964 -1.26611  0.215
H4 -2.69027 2.09980 -0.05825  0.512
H5 -1.62317 -0.20623 -0.20390  0.487
H6 1.13376 1.48175 1.06149  0.377
H7 -1.22088 1.64797 0.26624  0.509
H8 -1.12911 -1.42166 -1.25348  0.430
H9 0.32312 0.95291 -1.68446  0.193
H10 1.35431 -1.14712 -1.41068  0.239
H11 -1.74718 -1.88870 0.16483  0.438
H12 1.23229 -1.87609 2.03149  0.247
H13 -0.57533 -2.22563 1.94345  0.210

Values from the calculation:
Total charge: +1
E_LUMO, eV: -3.11
Energy relative to the best compared isomer or geometry (same formula, charge and spin), eV: 1.472